1.
54
Properties=species:S:1:pos:R:3:mulliken_charge:R:1 method="wB97M-V/def2-TZVPD" multiplicity=2 orbital_gap_ev="1.9 / 8.4" de_lowest_kcal_mol=86.4 charge=-1
O -3.385 -2.755 0.890 -0.49
O 1.370 0.665 2.171 -0.41
O 1.491 3.430 0.509 -0.67
O 3.826 -0.532 2.701 -0.63
O 2.469 2.479 -2.294 -0.58
O -1.233 -4.447 1.915 -0.58
O 1.538 3.390 3.847 -0.64
O 3.860 0.443 -1.496 -0.63
O -0.159 2.182 -3.177 -0.76
O -0.708 -3.464 -1.694 0.10
N -2.229 1.218 -0.925 0.71
N -0.153 -1.295 0.945 0.25
C -2.645 2.620 -0.654 -1.21
C -3.334 0.466 -1.571 -1.40
C 1.945 -1.286 -0.408 -0.77
C -1.072 -0.791 -0.074 -1.27
C -1.752 0.523 0.318 -0.54
C 0.996 -2.052 0.416 0.18
H -0.431 -3.385 -2.635 0.08
H -1.885 -1.470 -0.371 -0.84
H -2.610 0.273 1.020 0.19
H -3.444 2.654 0.079 0.41
H 1.451 3.297 -0.450 0.24
H -3.087 0.330 -2.607 0.26
H 0.559 -2.886 -0.189 -0.36
H 0.773 -0.049 1.801 0.31
H -1.786 3.187 -0.213 0.21
H 2.785 -0.680 -0.004 0.51
H -0.465 -0.440 -0.882 0.02
H 0.587 1.595 -3.316 0.35
H 3.231 2.555 -2.877 0.22
H -0.470 -4.405 -1.567 -0.01
H -1.188 1.255 0.949 0.44
H -4.341 -2.613 0.914 0.22
H -0.720 -1.887 1.542 0.33
H 1.425 -0.508 -1.065 -0.33
H 1.429 -2.648 1.254 0.37
H 4.429 1.217 -1.432 0.27
H 1.721 3.066 -2.526 0.32
H 2.961 0.762 -1.417 0.43
H -1.154 -4.337 2.879 0.34
H 1.433 3.301 2.876 0.33
H -4.323 0.992 -1.561 0.31
H 3.060 -0.026 3.027 0.31
H 1.776 2.557 0.866 0.29
H -3.068 -2.740 -0.021 0.34
H -3.409 -0.580 -1.206 0.45
H 3.552 -1.314 2.224 0.29
H -2.888 2.950 -1.681 0.44
H 2.431 3.018 3.857 0.33
H -2.172 -4.603 1.760 0.19
H 1.014 0.657 3.074 0.31
H 2.482 -1.754 -1.206 0.46
H -0.485 1.870 -2.316 0.30



2.
54
Properties=species:S:1:pos:R:3:mulliken_charge:R:1 method="wB97M-V/def2-TZVPD" smiles=CCCNCCNC.O.O.O.O.O.O.O.O.O.O orbital_gap_ev=9.4 de_lowest_kcal_mol=64.1
O -2.403 0.562 -3.053 -0.77
O 1.819 -3.375 2.214 -0.66
O -2.634 2.753 -1.544 -0.67
O -0.862 3.440 0.314 -0.72
O 2.489 -0.483 -4.027 -0.60
O 4.295 0.871 1.776 -0.68
O 0.591 0.860 -2.284 -0.68
O 1.093 3.268 -1.538 -0.73
O 2.492 -1.595 -1.791 -0.57
O 4.077 -1.718 1.177 -0.72
N -0.933 -0.169 1.460 0.14
N -1.247 -1.364 -1.467 0.11
C -1.300 -2.545 -2.334 -1.35
C -1.471 1.492 3.138 -0.29
C -1.893 0.183 2.538 -0.76
C -1.085 -1.552 0.972 -0.05
C -0.151 1.549 3.926 -0.95
C -2.024 -1.602 -0.229 -0.96
H -2.566 -2.546 -0.315 0.36
H -2.858 0.306 2.015 0.26
H 3.132 -1.831 -2.468 0.29
H 4.366 -0.094 1.592 0.45
H -2.801 -0.824 -0.165 0.34
H 1.617 3.415 -0.737 0.35
H -2.122 -0.594 3.279 0.42
H -0.915 -3.429 -1.821 0.39
H -2.351 -2.716 -2.620 0.41
H 1.639 -2.426 2.182 0.33
H -0.106 3.865 -0.143 0.35
H 1.732 -2.152 -1.992 0.28
H 1.153 -3.688 1.587 0.34
H 2.046 0.264 -3.612 0.32
H -2.549 1.410 -2.564 0.43
H 3.388 0.961 2.083 0.27
H -1.487 2.343 2.457 0.12
H 1.793 -0.926 -4.522 0.30
H -1.618 0.719 -3.590 0.34
H -0.526 2.549 0.483 0.33
H 0.780 1.314 3.386 0.05
H -0.183 0.919 4.822 0.31
H 0.905 0.062 -1.830 0.37
H -1.952 3.313 -1.105 0.39
H -3.463 2.886 -1.078 0.27
H -0.030 0.005 1.895 0.03
H -0.355 0.924 -2.106 0.15
H -0.667 -2.448 -3.214 0.30
H -2.225 1.776 3.899 0.34
H 1.184 2.279 -1.585 0.41
H 3.342 -2.299 1.427 0.38
H -0.028 -1.790 0.769 -0.24
H -1.803 -0.638 -1.956 0.29
H 0.042 2.570 4.274 0.39
H 3.973 -1.809 0.218 0.32
H -1.339 -2.246 1.804 0.47



3.
54
Properties=species:S:1:pos:R:3:mulliken_charge:R:1 method="wB97M-V/def2-TZVPD" multiplicity=2 orbital_gap_ev="2.6 / 9.1" de_lowest_kcal_mol=0.0
O 3.659 -1.721 -2.629 -0.64
O -3.118 2.651 -3.794 -0.68
O -3.297 2.784 0.892 -0.66
O 4.304 -2.321 -0.117 -0.80
O 2.450 -2.719 1.819 -0.89
O -1.156 2.068 2.544 -0.62
O -4.497 1.991 -1.509 -0.80
O 2.291 -0.156 2.779 -0.63
O -0.816 -2.714 2.071 -0.03
O -0.358 -0.457 3.497 0.05
O 3.586 0.651 0.505 -0.78
N 1.928 1.420 -1.540 0.04
C 0.173 0.024 -0.364 1.32
C 0.612 1.417 -0.823 -1.42
C -0.086 -1.347 -2.501 -1.74
C -0.757 -0.640 -1.365 0.91
C -2.926 0.143 -0.279 -1.78
C -2.094 -0.589 -1.288 -0.04
H 1.980 0.645 -2.208 0.30
H 4.397 -1.895 -3.228 0.28
H -0.316 0.166 0.599 -1.28
H -1.134 -3.535 2.495 0.17
H -3.148 1.151 -0.636 0.00
H -1.065 2.660 3.310 0.26
H -1.366 -2.587 1.282 0.07
H -0.570 -1.294 2.998 -0.21
H 2.042 2.316 -1.996 0.40
H -3.726 2.980 -4.457 0.30
H 2.725 1.256 -0.879 0.38
H 2.420 -1.816 2.231 0.29
H 0.672 2.095 0.027 0.41
H -0.811 -1.947 -3.050 0.46
H 2.823 0.049 3.572 0.22
H 1.054 -0.573 -0.130 0.06
H -3.676 2.464 -2.996 0.45
H 3.889 -1.985 -1.714 0.45
H 1.509 -2.944 1.712 0.28
H 3.080 0.475 1.334 0.39
H 5.042 -2.911 0.106 0.32
H -3.824 3.332 1.473 0.29
H 3.601 -2.597 0.542 0.40
H -0.537 -0.657 4.453 0.08
H 0.323 -0.639 -3.229 0.25
H 3.932 -0.225 0.239 0.34
H -0.114 1.864 -1.489 0.51
H -0.876 1.164 2.887 0.20
H -4.108 2.269 -0.631 0.51
H 0.725 -1.996 -2.175 0.34
H -2.413 0.288 0.667 0.28
H -4.686 1.046 -1.384 0.45
H -2.521 2.533 1.481 0.32
H -2.652 -1.145 -2.040 0.33
H 1.325 -0.154 3.062 0.25
H -3.892 -0.338 -0.125 0.62



4.
55
Properties=species:S:1:pos:R:3:mulliken_charge:R:1 method="wB97M-V/def2-TZVPD" orbital_gap_ev=6.6 de_lowest_kcal_mol=38.3 charge=-1
S 1.170 -2.554 -1.902 -0.57
O 2.326 1.013 2.887 -0.59
O -2.591 -0.560 -2.775 -0.81
O -0.299 -0.997 -4.213 -0.78
O -0.111 -2.516 3.743 -0.71
O -3.332 -1.243 1.741 -0.70
O -0.165 1.357 4.045 -0.67
O 0.016 1.811 -2.881 -0.76
O 2.694 3.460 -1.702 -0.77
O -0.178 -2.833 1.149 -0.69
O -2.835 0.792 3.506 -0.66
O -2.745 -2.299 -0.819 -0.75
N 0.480 1.286 -0.053 1.39
C -0.739 0.695 0.498 -0.85
C 2.496 -1.330 -1.907 -1.17
C 0.897 2.470 0.789 -1.18
C 1.616 0.278 -0.093 -0.75
C 0.200 3.710 0.204 -1.36
C 2.082 0.144 -1.558 0.60
H 2.390 0.729 0.522 0.33
H 2.835 0.192 2.937 0.32
H -1.079 1.470 3.696 0.32
H 2.364 3.382 -0.791 0.41
H 1.420 -0.707 0.327 0.26
H 0.351 3.710 -0.878 0.25
H -3.386 -2.172 1.989 0.30
H -3.092 -1.236 0.790 0.34
H -0.883 3.608 0.406 0.35
H 0.173 -2.764 2.828 0.45
H 1.981 2.600 0.915 0.76
H -0.788 -2.219 0.763 0.21
H 0.480 4.698 0.560 0.38
H 1.452 0.753 3.254 0.32
H -3.686 1.229 3.389 0.30
H 2.921 0.820 -1.753 0.44
H 0.188 -1.696 -3.687 0.23
H -1.510 1.469 0.546 0.42
H 0.346 -3.102 0.380 0.18
H 3.328 -1.595 -1.226 0.40
H -2.238 -0.235 -1.933 0.31
H -0.226 0.549 4.591 0.31
H -0.621 2.485 -3.143 0.40
H -0.930 -0.129 -0.195 -0.04
H -0.050 -0.164 -3.780 0.34
H 1.277 0.442 -2.243 -0.44
H 0.608 2.216 1.820 0.11
H -2.819 0.091 2.819 0.41
H -0.215 1.647 -1.946 -0.04
H -0.689 -1.755 3.522 0.28
H -1.832 -0.611 -3.411 0.56
H -2.727 -1.985 -1.756 0.44
H 3.009 -1.201 -2.870 0.38
H -0.572 0.360 1.535 0.19
H -1.996 -2.895 -0.835 0.29
H 2.117 2.821 -2.144 0.31



5.
56
Properties=species:S:1:pos:R:3:mulliken_charge:R:1 method="wB97M-V/def2-TZVPD" orbital_gap_ev=8.4 de_lowest_kcal_mol=50.1 charge=+1
O -0.380 3.632 2.575 -0.60
O 0.670 -1.640 3.751 -0.60
O -0.674 3.739 -0.821 -0.66
O -0.515 -0.063 -4.559 -0.63
O -2.694 -1.136 -1.922 -0.52
O 1.172 1.811 -2.177 -0.51
O -3.483 0.366 2.039 -0.56
O 2.171 2.046 0.576 -0.73
O 1.479 1.518 3.713 -0.57
O 2.248 -0.345 -3.990 -0.57
O -0.137 -4.103 2.266 -0.66
O -2.500 1.614 -1.922 -0.56
O -2.514 -3.056 2.962 -0.59
N 3.126 0.182 -1.413 0.09
C -1.471 -0.184 0.865 -0.30
C -0.569 -1.100 0.176 -0.06
C 1.729 -1.745 -0.646 -0.80
C 0.732 -0.848 0.040 0.40
C 3.147 -1.172 -0.696 -0.74
C -2.725 -0.429 1.222 -0.11
H -0.910 0.605 1.371 0.22
H 1.111 -1.118 3.095 0.31
H -1.048 -3.771 2.196 0.35
H 0.594 2.352 -1.634 0.25
H 4.061 0.456 -1.637 0.38
H 0.659 1.583 -2.957 0.27
H 2.519 0.155 -2.256 0.27
H -3.349 -1.311 1.151 0.38
H -0.694 0.320 -5.420 0.31
H 3.439 -1.066 0.346 0.35
H -1.381 3.302 -1.329 0.30
H 1.057 0.148 0.275 0.03
H -0.965 3.512 3.335 0.31
H -1.110 0.295 -3.908 0.30
H 2.109 1.993 1.525 0.25
H 2.680 0.924 -0.834 0.06
H 1.390 -0.585 -4.410 0.28
H -3.191 1.278 2.094 0.30
H -2.701 -2.378 3.604 0.30
H -1.088 3.841 0.042 0.31
H 0.802 2.138 3.415 0.31
H 2.609 -0.018 -4.816 0.26
H 1.389 -2.013 -1.650 0.36
H 0.039 -4.987 1.966 0.28
H -2.853 -1.792 -1.241 0.25
H 3.797 -1.666 -1.403 0.45
H -3.377 1.648 -2.299 0.29
H 1.383 2.541 0.285 0.27
H -2.843 -3.932 3.162 0.27
H -2.621 0.749 -1.503 0.30
H 1.836 -2.688 -0.104 0.40
H 1.539 1.741 4.643 0.28
H -2.772 -1.540 -2.790 0.26
H 0.211 -2.348 3.312 0.34
H -0.956 -2.037 -0.214 0.13
H -0.178 4.586 2.548 0.28



6.
56
Properties=species:S:1:pos:R:3:mulliken_charge:R:1 method="wB97M-V/def2-TZVPD" multiplicity=2 orbital_gap_ev="9.0 / 6.6" charge=+1
O 3.836 1.113 1.174 -0.68
O -3.202 -1.692 0.157 -0.83
O -1.624 -1.620 2.320 -0.61
O 3.292 0.153 -1.269 -0.69
O 0.286 -2.957 -2.484 -0.79
O 1.963 -2.703 -0.399 -0.79
O -2.294 0.958 2.497 -0.81
O -0.567 2.849 1.745 -0.68
O 1.600 2.182 -1.701 -0.64
O 0.753 -2.760 1.971 -0.77
O -3.246 0.984 -0.019 -0.59
O 1.973 2.981 0.849 -0.85
O -2.328 -3.075 -1.947 -0.70
O -1.299 2.632 -0.827 -0.83
C -0.839 0.294 -3.250 -1.08
C 1.133 -0.081 1.156 -1.26
C -0.972 -0.175 -2.023 -0.82
C 0.002 -0.079 0.240 2.85
C 0.155 -0.236 -1.112 -0.50
C 1.039 0.323 2.442 -0.91
H 1.142 -0.375 -1.535 0.87
H 0.087 0.721 -3.666 0.25
H 0.349 -2.185 -3.044 0.33
H -4.059 1.398 -0.306 0.25
H -1.952 -2.179 3.018 0.26
H -2.784 0.977 1.661 0.54
H 4.578 1.633 1.318 0.32
H 0.102 0.660 2.903 0.28
H -3.247 -0.742 0.052 0.31
H -1.114 2.108 2.121 0.29
H -1.671 0.382 -3.969 0.34
H 2.047 2.687 -2.365 0.27
H 2.059 -0.424 0.775 0.76
H 3.105 1.793 1.110 0.41
H 1.382 -2.922 -1.134 0.55
H -0.707 -2.995 -2.242 0.48
H -2.609 -2.554 -1.141 0.45
H 1.758 2.798 -0.063 0.48
H 1.119 -2.861 1.023 0.51
H 4.155 0.007 -1.729 0.29
H 1.107 2.877 1.297 0.42
H 2.141 1.397 -1.598 0.39
H -0.898 3.608 2.203 0.24
H 3.536 0.525 -0.346 0.44
H 2.318 -1.866 -0.583 0.26
H -2.728 -3.927 -1.810 0.29
H -2.546 1.519 -0.462 0.36
H -0.927 2.794 0.109 0.55
H -1.962 0.043 2.560 0.41
H 1.415 -2.309 2.418 0.30
H -0.690 -1.962 2.109 0.38
H -2.629 -1.744 0.959 0.56
H 1.948 0.257 3.112 0.31
H -0.545 2.284 -1.315 0.16
H -1.941 -0.547 -1.660 0.24
H -0.998 0.030 0.700 -0.54



7.
14
Properties=species:S:1:pos:R:3:mulliken_charge:R:1 method="wB97M-V/def2-TZVPD" orbital_gap_ev="5.6 / 5.6" de_lowest_kcal_mol=9.1 charge=-1
O -2.423 -0.142 1.099 -0.63
O -3.780 -1.111 -0.713 -0.42
O -3.606 1.151 -0.908 -0.44
N 1.888 1.349 0.139 -0.66
N 0.835 -1.301 0.129 -0.75
C -3.601 0.027 -0.627 0.77
C 0.607 1.134 0.360 -0.22
C -1.174 -0.235 0.906 0.36
C 0.035 -0.184 0.305 0.41
C 2.667 0.221 -0.154 -0.29
C 2.119 -1.053 -0.208 -0.02
H 2.782 -1.935 -0.510 0.30
H -0.113 1.926 0.547 0.34
H 3.762 0.152 -0.363 0.24



8.
11
Properties=species:S:1:pos:R:3:mulliken_charge:R:1 method="wB97M-V/def2-TZVPD" smiles="N#CC1=CC(=O)C=C1" orbital_gap_ev=8.2 de_lowest_kcal_mol=48.8
O 0.803 -0.671 2.618 -0.50
N -0.236 1.876 -2.797 -0.41
C 0.428 -0.375 1.474 0.48
C 0.146 1.084 0.713 -0.53
C -0.528 -0.674 -0.561 -0.29
C -0.214 0.684 -0.481 0.56
C 0.000 -1.436 0.507 -0.29
C -0.081 1.459 -1.723 0.09
H 0.760 2.059 1.140 0.29
H -0.860 -1.390 -1.422 0.30
H -0.218 -2.616 0.533 0.30



9.
11
Properties=species:S:1:pos:R:3:mulliken_charge:R:1 method="wB97M-V/def2-TZVPD" smiles="C#C/C=C/C(=O)C#N" orbital_gap_ev=8.8 de_lowest_kcal_mol=102.0
O 2.002 -1.638 0.072 -0.44
N 2.237 1.803 0.298 -0.38
C -0.993 0.513 -0.184 -0.32
C 1.310 -0.669 -0.115 0.52
C -0.236 -0.624 0.020 -0.13
C -3.703 0.011 0.086 0.16
C 1.910 0.674 -0.234 0.15
C -2.545 0.202 -0.179 -0.65
H -0.945 -1.455 0.568 0.24
H -4.656 -0.087 0.819 0.29
H -0.544 1.378 -0.415 0.56



10.
10
Properties=species:S:1:pos:R:3:mulliken_charge:R:1 method="wB97M-V/def2-TZVPD" orbital_gap_ev=10.7 de_lowest_kcal_mol=82.5 charge=+1
O 0.057 -0.145 0.112 0.03
C -1.064 -1.309 -1.877 0.05
C -0.463 -0.738 -1.002 -0.09
C -0.704 -0.283 2.535 -0.07
C 1.367 0.153 -0.063 0.04
C 2.481 0.621 -0.560 -0.18
C -0.431 -0.320 1.340 0.04
H -0.894 -0.573 3.640 0.38
H -1.437 -1.973 -2.773 0.38
H 3.520 0.877 -0.802 0.42



11.
15
Properties=species:S:1:pos:R:3:mulliken_charge:R:1 method="wB97M-V/def2-TZVPD" multiplicity=6 orbital_gap_ev="5.4 / 5.3" de_lowest_kcal_mol=45.1 charge=+3
Pm 3.798 2.299 -0.267 1.94
O -2.579 1.043 -2.365 -0.34
O 1.676 0.774 0.195 -0.66
O -0.389 -3.400 0.482 0.02
O -1.253 1.835 -0.713 -0.21
O -1.629 -0.317 -0.830 -0.30
C 0.187 -2.514 -0.032 0.29
C -1.932 0.870 -1.381 0.51
C 0.298 -1.081 0.452 0.21
C -0.581 1.267 0.339 -0.08
C 1.605 -0.476 0.416 0.18
C -0.813 -0.107 0.281 0.00
H 2.484 -1.098 0.634 0.47
H -0.499 1.879 1.233 0.46
H -0.371 -0.974 1.558 0.53



12.
10
Properties=species:S:1:pos:R:3:mulliken_charge:R:1 method="wB97M-V/def2-TZVPD" orbital_gap_ev=8.8 de_lowest_kcal_mol=91.2
C -0.524 -0.030 0.166 0.41
C 1.692 1.179 0.193 -0.90
C 0.102 -1.299 0.248 -0.68
C 0.997 -0.223 0.051 0.65
C -1.286 1.024 0.034 -0.83
C 2.394 0.086 -0.100 0.02
H 0.189 -2.304 0.146 0.42
H -1.015 2.057 0.208 0.30
H -2.442 1.040 -0.004 0.23
H 3.207 -0.584 -0.364 0.37